Here is a structure of composition C32H22BBrCrF2IP from OMol25. Energies are from ωB97M-V/def2-TZVPD.

ORCA input file:
```
! RIJCOSX wB97M-V def2-TZVPD def2/J DEFGRID3
* xyz 0 5
I 4.67 -0.08 -0.35
Br 0.35 -3.27 2.94
Cr 0.45 -1.61 0.89
P 1.42 1.23 -0.33
F 2.28 -0.69 1.49
F 2.10 -1.70 -0.51
C 1.80 1.00 -4.95
C -2.46 -3.54 -1.72
C 2.84 2.07 2.35
C -3.01 -5.91 1.08
C -1.84 0.21 2.01
C 1.85 2.26 -2.91
C -2.55 -6.17 2.33
C 1.49 -0.14 -4.24
C -0.99 -2.87 0.12
C -2.88 0.16 1.09
C 2.19 4.38 2.88
C -0.02 5.41 -0.01
C -1.54 -5.36 2.89
C -2.62 0.38 -0.25
C -0.26 0.66 0.21
C 2.87 3.22 3.18
C -0.54 0.46 1.57
C 2.00 2.20 -4.29
C -1.48 -2.70 -1.16
C 1.53 1.13 -2.18
C 1.44 3.34 0.89
C -1.51 -3.98 0.86
C 1.42 4.48 1.69
C 1.38 -0.08 -2.86
C 2.11 2.16 1.20
C -2.51 -4.83 0.32
C -1.33 0.64 -0.69
C 0.64 5.55 1.19
C 0.78 3.17 -0.34
C -2.98 -4.57 -0.99
C 0.03 4.22 -0.79
C -1.06 -4.32 2.16
B 2.53 -0.43 0.06
H -2.03 0.06 3.06
H -2.80 -3.36 -2.73
H -3.43 0.36 -0.97
H 3.45 3.18 4.09
H -1.14 -5.57 3.87
H 1.98 3.21 -2.40
H -3.89 -0.04 1.42
H -2.93 -7.01 2.90
H 1.17 -1.00 -2.31
H 2.26 3.09 -4.84
H 1.34 -1.08 -4.75
H 3.40 1.18 2.63
H -1.15 0.84 -1.74
H -0.62 6.23 -0.37
H 0.25 0.61 2.30
H 2.25 5.23 3.56
H 1.90 0.95 -6.03
H 0.57 6.48 1.74
H -1.10 -1.89 -1.78
H -3.78 -6.53 0.64
H -0.53 4.18 -1.73
H -3.74 -5.22 -1.41
*
```

Properties
calculated total energy: -5714.79315 Ha
frontier orbital gap (alpha / beta): 7.93 / 7.74 eV
energy relative to the best compared isomer or geometry (same formula, charge and spin): 8.0 kcal per mole
expectation value of S²: 6.038